# C34H29BrMoN5OP2

A molecular structure, C34H29BrMoN5OP2 (ωB97M-V/def2-TZVPD, OMol25).

Each line ends with the Mulliken spin population.
Positions of all 73 atoms, in Å:
Mo 0.54 -0.04 1.04  2.11
C -3.09 0.21 -0.08  0.01
N -1.73 0.04 -0.69  -0.03
P -0.88 -1.42 -0.43  -0.07
C -1.98 -2.75 -0.13  -0.02
C -3.04 -2.96 -1.03  -0.01
C -3.87 -4.05 -0.85  0.00
C -3.64 -4.92 0.22  0.00
C -2.60 -4.71 1.10  0.00
C -1.76 -3.62 0.94  0.00
C 0.31 -1.70 -1.71  -0.06
C 0.09 -2.28 -2.97  0.00
C 1.18 -2.44 -3.82  0.01
C 2.46 -2.04 -3.43  0.00
C 2.69 -1.48 -2.18  0.01
C 1.60 -1.33 -1.35  0.02
P -0.59 1.37 -0.66  -0.06
C -1.43 2.86 -0.19  -0.03
C -2.30 3.43 -1.13  -0.01
C -2.96 4.61 -0.83  0.00
C -2.74 5.23 0.40  0.00
C -1.86 4.68 1.32  0.00
C -1.21 3.49 1.03  0.02
C 0.12 1.57 -2.27  -0.05
C -0.60 1.20 -3.41  0.00
C -0.09 1.48 -4.67  0.00
C 1.14 2.12 -4.78  0.00
C 1.86 2.48 -3.65  0.01
C 1.35 2.20 -2.39  0.02
H -3.84 0.17 -0.86  0.00
H -3.14 1.18 0.42  0.00
H -3.27 -0.58 0.64  0.00
H -3.22 -2.28 -1.86  0.00
H -4.69 -4.23 -1.53  0.00
H -4.30 -5.78 0.35  0.00
H -2.44 -5.40 1.93  0.00
H -0.94 -3.46 1.63  -0.01
H -0.89 -2.61 -3.27  0.00
H 1.03 -2.89 -4.79  0.00
H 3.28 -2.19 -4.12  0.00
H 3.69 -1.19 -1.87  0.00
H 1.82 -0.95 -0.34  -0.05
H -2.45 2.97 -2.10  0.00
H -3.63 5.05 -1.55  0.00
H -3.25 6.16 0.62  0.00
H -1.68 5.18 2.27  0.00
H -0.52 3.08 1.76  0.01
H -1.56 0.71 -3.32  0.00
H -0.64 1.21 -5.55  0.00
H 1.54 2.34 -5.76  0.00
H 2.82 2.98 -3.75  0.00
H 1.92 2.50 -1.51  0.01
Br 6.13 -1.44 1.93  0.00
C 4.80 -0.15 2.04  -0.01
C 5.03 1.09 2.63  0.02
C 3.99 2.01 2.69  -0.01
C 2.77 1.68 2.15  0.07
N 2.55 0.48 1.59  -0.01
C 3.55 -0.43 1.54  0.06
H 6.00 1.33 3.04  0.00
H 4.14 2.98 3.14  0.00
H 1.94 2.38 2.16  -0.02
H 3.32 -1.39 1.10  0.00
N 1.06 -2.56 4.70  0.00
C 0.63 -1.57 3.93  0.01
O 0.86 -1.54 2.69  0.02
C -0.12 -0.47 4.61  0.00
C -0.30 -0.38 6.01  0.01
N -0.38 -0.32 7.15  0.00
C -0.51 0.34 3.63  0.06
N -0.53 0.66 2.48  -0.01
H 1.58 -3.32 4.29  0.00
H 0.85 -2.59 5.69  0.00

- Largest force on an atom: 0.89 eV/A
- Spin multiplicity: 3
- Net charge: +3
- Expectation value of S²: 2.06
- E: -135675.715 eV

# C36H38MnN4O4P

A molecular structure, C36H38MnN4O4P (ωB97M-V/def2-TZVPD, OMol25).

Each line ends with the Mulliken spin population.
Positions of all 84 atoms, in Å:
Mn -0.07 0.12 -0.22  0.96
C 0.31 -0.95 4.14  0.00
C 0.65 -0.19 2.89  0.00
O -0.03 -0.33 1.87  -0.01
N 1.72 0.62 2.95  0.00
C 2.15 1.43 1.81  -0.01
C 2.81 0.60 0.75  0.02
C 4.20 0.52 0.69  0.00
C 4.81 -0.30 -0.24  0.00
C 4.00 -1.03 -1.10  0.00
C 2.63 -0.89 -0.99  0.01
N 2.03 -0.09 -0.10  -0.04
H -0.75 -0.78 4.36  0.00
H 0.91 -0.66 4.99  0.00
H 0.44 -2.01 3.94  0.00
H 2.25 0.65 3.80  0.00
H 2.84 2.18 2.19  0.00
H 1.29 1.97 1.42  0.00
H 4.79 1.10 1.39  0.00
H 5.88 -0.37 -0.30  0.00
H 4.41 -1.70 -1.84  0.00
H 1.97 -1.44 -1.64  -0.01
C 1.59 3.00 -1.55  0.02
C 0.89 2.50 -2.81  0.00
C -0.55 2.96 -2.93  0.00
C 1.04 0.99 -3.02  0.03
C 0.78 0.59 -4.48  0.00
O -0.27 -0.38 -4.40  0.00
C -0.57 -0.59 -3.12  0.03
N 0.09 0.11 -2.26  -0.05
C -1.62 -1.64 -2.96  0.01
C -2.29 -1.97 -4.14  0.00
C -3.29 -2.93 -4.16  0.00
C -3.64 -3.57 -2.99  0.00
C -2.98 -3.26 -1.82  0.00
C -1.96 -2.31 -1.78  0.00
P -1.15 -2.00 -0.17  -0.03
C -2.54 -1.99 1.00  0.00
C -2.35 -2.49 2.29  -0.01
C -3.37 -2.44 3.23  0.00
C -4.60 -1.89 2.89  0.00
C -4.80 -1.40 1.61  0.00
C -3.78 -1.45 0.67  -0.01
C -0.28 -3.55 0.26  0.01
C 1.07 -3.48 0.59  0.00
C 1.78 -4.62 0.94  0.00
C 1.14 -5.85 0.97  0.00
C -0.21 -5.93 0.67  0.00
C -0.92 -4.79 0.32  0.00
H 1.52 4.09 -1.49  0.00
H 2.65 2.73 -1.57  0.00
H 1.15 2.61 -0.64  0.01
H 1.45 2.92 -3.66  0.00
H -1.19 2.46 -2.20  0.00
H -0.98 2.76 -3.91  0.00
H -0.62 4.04 -2.76  0.00
H 2.05 0.71 -2.73  0.00
H 1.64 0.12 -4.96  0.00
H 0.43 1.42 -5.09  0.00
H -2.04 -1.47 -5.06  0.00
H -3.80 -3.15 -5.09  0.00
H -4.43 -4.31 -2.98  0.00
H -3.29 -3.74 -0.90  0.00
H -1.40 -2.93 2.56  0.00
H -3.20 -2.83 4.22  0.00
H -5.39 -1.85 3.62  0.00
H -5.76 -0.98 1.34  0.00
H -3.96 -1.06 -0.32  0.00
H 1.56 -2.51 0.61  0.01
H 2.83 -4.54 1.20  0.00
H 1.69 -6.74 1.24  0.00
H -0.72 -6.88 0.71  0.00
H -1.98 -4.87 0.12  0.00
O -2.16 0.57 -0.62  0.00
C -2.05 1.66 -0.02  -0.02
C -3.11 2.71 0.22  0.00
C -2.31 3.80 0.94  0.00
C -0.89 3.24 1.03  0.00
O 0.06 3.81 1.52  0.00
N -0.85 1.98 0.46  0.05
H -3.91 2.28 0.81  0.00
H -3.53 3.02 -0.74  0.00
H -2.67 4.00 1.95  0.00
H -2.29 4.75 0.41  0.00

- Largest force on an atom: 0.70 eV/A
- Spin multiplicity: 2
- ΔE to the lowest compared entry with this formula, charge and spin: 0.000 eV
- Net charge: +1
- Expectation value of S²: 0.84
- E: -92706.316 eV

# C45H63BBrCl2KN6O2

A molecular structure, C45H63BBrCl2KN6O2 at a distorted geometry (ωB97M-V/def2-TZVPD, OMol25).

Each line ends with the Löwdin charge.
Positions of all 121 atoms, in Å:
K -0.91 -19.25 -4.97  0.68
C 3.53 -14.68 -6.72  -0.08
C 2.83 -14.43 -5.45  -0.17
C 3.41 -14.34 -4.15  0.00
C 2.38 -14.48 -3.12  -0.25
N 1.14 -14.51 -3.82  0.06
N 1.35 -14.35 -5.08  -0.10
B 0.32 -14.29 -6.07  -0.22
N 5.05 -20.27 -5.56  0.07
N 4.75 -21.32 -4.69  0.12
C 5.92 -21.98 -4.53  -0.27
C 6.99 -21.32 -5.29  0.02
C 6.36 -20.25 -5.98  -0.28
C 7.04 -19.23 -6.85  -0.04
C 6.20 -23.02 -3.44  -0.55
C 6.15 -22.08 -2.22  -0.05
C 7.59 -23.69 -3.58  -0.06
C 5.15 -24.11 -3.56  -0.05
N 0.30 -14.53 -7.55  0.01
N -0.49 -13.88 -8.52  0.12
C 0.11 -14.02 -9.66  -0.34
C 0.97 -15.08 -9.57  -0.01
C 0.97 -15.56 -8.23  -0.24
C 1.32 -17.05 -7.90  0.00
C -0.18 -13.15 -10.80  -0.49
C 0.06 -13.92 -12.17  -0.06
C 0.72 -11.90 -10.96  -0.05
C -1.69 -12.74 -10.59  -0.03
C 2.66 -14.70 -1.68  -0.37
C 2.31 -13.52 -0.78  -0.15
C 3.74 -15.59 0.28  -0.17
C 3.69 -15.79 -1.33  -0.23
H 4.24 -13.85 -6.90  0.09
H 4.16 -15.59 -6.80  0.08
H 2.84 -14.84 -7.58  0.04
H 4.43 -14.06 -3.88  0.10
H -0.82 -14.28 -5.58  0.09
H 8.07 -21.47 -5.23  0.09
H 8.12 -19.38 -6.75  0.07
H 6.66 -19.24 -7.90  0.08
H 6.86 -18.20 -6.42  0.09
H 6.83 -21.24 -2.37  0.09
H 5.16 -21.58 -2.27  0.08
H 6.30 -22.59 -1.27  0.08
H 8.34 -22.94 -3.70  0.05
H 7.76 -24.21 -2.61  0.09
H 7.67 -24.49 -4.38  0.10
H 4.20 -23.64 -3.85  0.08
H 5.46 -24.85 -4.33  0.10
H 4.98 -24.61 -2.63  0.06
H 1.42 -15.57 -10.43  0.10
H 2.38 -17.24 -7.68  0.06
H 0.60 -17.44 -7.15  0.06
H 1.23 -17.62 -8.86  0.09
H 1.09 -13.68 -12.50  0.07
H 0.11 -15.00 -11.99  0.06
H -0.63 -13.78 -13.02  0.08
H 1.79 -12.10 -11.03  0.08
H 0.34 -11.48 -11.89  0.08
H 0.54 -11.34 -10.06  0.07
H -2.00 -13.17 -9.64  0.05
H -1.76 -11.64 -10.51  0.08
H -2.33 -13.24 -11.30  0.07
H 1.29 -13.40 -0.96  0.03
H 2.86 -13.46 0.16  0.03
H 2.80 -12.62 -1.43  0.08
H 3.59 -16.54 0.74  0.03
H 4.53 -14.94 0.72  0.07
H 2.83 -15.08 0.68  0.03
H 2.71 -6.04 -1.02  0.00
H 4.63 -15.30 -1.66  0.07
H 3.44 -16.92 -1.46  0.11
Br -3.65 -21.11 -5.13  0.70
C -5.01 -20.39 -4.01  -0.60
C -5.77 -21.27 -3.34  -0.18
C -7.16 -20.92 -3.22  -0.13
C -7.69 -19.76 -3.72  -0.04
C -6.88 -18.76 -4.52  -0.15
C -7.36 -17.57 -5.21  -0.06
C -6.48 -17.11 -6.12  -0.19
C -5.18 -17.21 -5.97  -0.21
C -4.68 -18.21 -5.20  -0.11
C -5.52 -19.10 -4.48  -0.30
H -5.52 -22.31 -3.15  0.10
H -7.84 -21.60 -2.74  0.08
H -8.73 -19.44 -3.49  0.10
H -8.44 -17.51 -5.21  0.09
H -6.86 -16.58 -6.92  0.08
H -4.63 -16.57 -6.66  0.08
H 4.45 -19.66 -5.71  0.04
O -0.34 -20.89 -2.18  -0.10
H 0.02 -21.73 -2.50  0.05
H 0.26 -20.59 -1.45  0.06
Cl -1.51 -24.62 -11.44  0.29
C 0.23 -23.92 -12.12  -0.75
Cl 0.90 -25.36 -12.97  0.45
H 0.71 -23.86 -11.17  -0.01
H 0.09 -23.04 -12.68  0.01
C 3.18 -30.18 -8.36  -0.09
C 2.94 -28.67 -8.30  -0.31
C 3.78 -27.76 -8.97  -0.05
C 3.59 -26.35 -8.99  -0.25
C 4.21 -25.57 -10.08  -0.11
C 2.63 -25.81 -8.01  -0.16
C 2.52 -24.40 -7.72  -0.37
O 1.65 -23.63 -7.32  -0.11
C 1.78 -26.74 -7.37  -0.25
C 0.62 -26.35 -6.49  -0.06
C 1.96 -28.10 -7.49  -0.07
H 3.89 -30.41 -9.12  0.04
H 2.26 -30.72 -8.61  0.06
H 3.55 -30.55 -7.39  0.07
H 4.56 -28.12 -9.61  0.09
H 4.03 -26.11 -11.02  0.06
H 5.30 -25.39 -9.98  0.07
H 3.72 -24.59 -10.22  0.06
H 3.56 -23.97 -8.00  0.10
H -0.27 -26.19 -7.07  0.07
H 0.82 -25.37 -6.00  0.07
H 0.45 -27.16 -5.77  0.06
H 1.17 -28.70 -7.04  0.10

- Largest force on an atom: 11.19 eV/A
- ΔE to the lowest compared entry with this formula, charge and spin: 3.458 eV
- Net charge: -2
- E: -172795.631 eV

What is the largest force on an atom in the first record? 0.89 eV/A

Among the records above, which one has the highest largest force on an atom? C45H63BBrCl2KN6O2

Look up the net charge of the first one. +3

The lowest net charge belongs to which entry? C45H63BBrCl2KN6O2